{"formula": "C24H38O24", "method": "wB97M-V/def2-TZVPD", "lumo_ev": 0.022, "homo_ev": -10.28, "de_lowest_kcal_mol": 109.1, "charge": 0, "smiles": "COC(=O)OC.COC(=O)OC.COC(=O)OC.O=C1OCCO1.O=C1OCCO1.O=C1OCCO1.O=C1OCCO1.O=C1OCCO1", "e_tot_ha": -2742.9877, "symbols": ["C", "C", "O", "C", "O", "O", "H", "H", "H", "H", "C", "C", "O", "C", "O", "O", "H", "H", "H", "H", "C", "C", "O", "C", "O", "O", "H", "H", "H", "H", "C", "C", "O", "C", "O", "O", "H", "H", "H", "H", "C", "C", "O", "C", "O", "O", "H", "H", "H", "H", "C", "O", "C", "O", "O", "C", "H", "H", "H", "H", "H", "H", "C", "O", "C", "O", "O", "C", "H", "H", "H", "H", "H", "H", "C", "O", "C", "O", "O", "C", "H", "H", "H", "H", "H", "H"], "positions_angstrom": [[-8.8079, -14.9546, 10.6795], [-9.3382, -15.2106, 12.0648], [-9.3037, -16.6172, 12.1572], [-8.8844, -17.1782, 10.9729], [-8.7721, -18.3559, 10.6782], [-8.5927, -16.1387, 10.0832], [-7.8312, -14.4978, 10.8393], [-9.3865, -14.2207, 10.1186], [-10.3872, -14.9164, 12.0996], [-8.7624, -14.7604, 12.8734], [-15.8222, -17.9456, 9.2802], [-16.5448, -16.6315, 9.6626], [-17.6305, -16.6848, 8.8164], [-17.4140, -17.5859, 7.7699], [-18.1123, -17.6793, 6.7488], [-16.2963, -18.2875, 7.9976], [-16.0859, -18.7938, 9.9120], [-14.7406, -17.8575, 9.1776], [-15.8481, -15.8036, 9.5311], [-16.8132, -16.7572, 10.7116], [-12.6544, -16.1254, 3.1994], [-11.9029, -15.1112, 2.4649], [-11.4163, -14.3317, 3.5258], [-11.5180, -15.0806, 4.6832], [-10.9936, -14.7469, 5.7086], [-12.0234, -16.2605, 4.4115], [-12.5893, -17.0896, 2.6952], [-13.7285, -15.9515, 3.2639], [-12.5322, -14.4930, 1.8245], [-11.1405, -15.5522, 1.8228], [-11.1844, -20.8210, 10.0697], [-12.6248, -20.9132, 10.4171], [-13.2798, -20.8104, 9.2165], [-12.5344, -21.1915, 8.2378], [-12.8872, -21.3439, 7.0966], [-11.2198, -21.1650, 8.6840], [-10.6261, -21.5192, 10.6934], [-10.7923, -19.8278, 10.2887], [-12.9591, -20.1627, 11.1334], [-12.7125, -21.9132, 10.8418], [-14.9494, -14.3440, 15.3048], [-15.5812, -15.6973, 15.4053], [-14.4776, -16.5707, 15.5426], [-13.3295, -15.8382, 15.4958], [-12.1625, -16.2652, 15.3923], [-13.5948, -14.5739, 15.4268], [-15.3800, -13.7438, 16.1063], [-15.2135, -13.7688, 14.4174], [-16.2125, -16.0442, 14.5873], [-16.2052, -15.8378, 16.2879], [-17.1122, -11.6358, 8.6851], [-16.1497, -12.1330, 9.5273], [-15.3716, -11.3748, 10.2858], [-15.2449, -10.1562, 10.2794], [-14.8700, -12.2028, 11.2716], [-13.9453, -11.7496, 12.2194], [-16.7510, -11.4957, 7.6663], [-17.6031, -10.7082, 8.9795], [-17.9140, -12.3629, 8.5561], [-12.9381, -11.9444, 11.8510], [-14.1564, -12.3888, 13.0767], [-14.1447, -10.7427, 12.5861], [-7.6747, -16.2404, 7.3134], [-7.3276, -17.4747, 7.8710], [-6.0300, -17.5586, 8.3559], [-5.1407, -16.7197, 8.3078], [-5.8396, -18.6499, 9.1704], [-4.7078, -18.7564, 10.1361], [-6.9789, -15.9803, 6.5157], [-7.9660, -15.4658, 8.0228], [-8.5280, -16.4310, 6.6624], [-4.6919, -17.9331, 10.8503], [-3.7775, -18.6588, 9.5765], [-4.7213, -19.5881, 10.8405], [-13.6017, -15.5740, 12.2301], [-13.1741, -16.6218, 11.4397], [-12.2856, -16.4625, 10.4894], [-11.7056, -15.3495, 10.2230], [-12.2529, -17.6132, 9.7141], [-11.6171, -17.4549, 8.4305], [-13.9766, -14.7160, 11.6720], [-12.8397, -15.1725, 12.8981], [-14.3228, -16.1009, 12.8549], [-11.6805, -18.3220, 7.7731], [-10.5418, -17.4671, 8.6081], [-11.7899, -16.4787, 7.9774]], "forces_ev_per_a": [[1.5302, 3.7105, 1.3284], [-1.2925, 0.1953, 0.0005], [0.5403, -2.0305, -0.7634], [0.2268, -0.6425, -0.9422], [-0.5100, 2.8893, 1.1996], [-0.6081, -3.8167, -0.1597], [0.3036, 0.3171, -0.3285], [-0.3369, -0.5571, -0.2497], [0.1035, 0.1168, 0.4076], [-0.0190, -0.1266, -0.1087], [1.0746, -0.3856, 0.4482], [1.9476, -2.1122, 0.7097], [-1.4354, -0.0715, -1.8544], [-1.7631, 0.3709, -2.8657], [2.0930, 0.4466, 3.7695], [-1.0346, 0.5903, -0.6624], [0.1641, 0.1756, 0.3674], [-0.0537, -0.0180, 0.3984], [-0.5227, 0.4496, -0.2501], [-0.3890, 0.5600, -0.0591], [-2.1352, -3.0596, -2.2678], [-0.2361, 1.0035, -1.2714], [0.2582, 0.3593, 1.1191], [3.0245, 1.6234, 0.4664], [-0.9483, -0.1708, -0.4073], [-0.4510, -0.3837, 1.4980], [0.0036, -0.1102, -0.0091], [-0.0142, 0.4625, 0.5417], [-0.0204, 0.0134, 0.0557], [0.5253, 0.2032, 0.3441], [0.5328, 0.6582, 0.3759], [0.4102, -0.5980, 2.3469], [-3.3449, 0.4502, 0.5006], [2.1687, 0.7463, -2.3960], [0.6223, -0.2842, 1.3360], [0.1421, -0.6093, -0.7046], [0.2911, -0.1685, -0.5574], [0.2910, 0.0667, -0.7474], [-0.1350, -0.0378, -0.2310], [-0.9439, -0.0946, 0.0843], [-2.4043, 1.3818, 0.2184], [-1.1242, -1.3287, 0.3212], [1.4246, -0.3237, -0.0576], [4.0185, -3.2978, -1.0207], [-4.0402, 0.8115, 0.7721], [0.5973, 2.3283, 0.0917], [0.6787, 0.2376, 0.3435], [0.4021, -0.3561, -0.3993], [0.2926, 0.2592, -0.3929], [0.0797, 0.2977, 0.1638], [-1.6593, 0.9546, -1.9903], [1.2731, -1.0375, 1.1876], [-0.0858, 1.8268, 1.9396], [-0.0620, -2.3137, -0.4370], [-1.1715, 0.0763, -2.1520], [-0.0634, -0.0632, 0.7702], [0.4476, 0.1813, 0.0618], [0.4415, 0.1051, 0.4554], [0.1912, -0.3144, 0.4783], [0.0739, 0.4302, 0.1848], [0.4023, -0.1237, 0.0640], [0.2773, 0.2146, -0.5607], [-0.6034, 0.3390, -2.1941], [2.5989, -1.4991, 1.4570], [1.3254, 0.9092, 2.6578], [-1.7558, -0.6157, -1.0391], [-1.0461, -0.7719, 0.1275], [-0.0073, 1.9218, -0.9850], [0.6572, 0.6668, 0.6838], [0.6311, -0.1532, -0.0860], [-0.5721, -0.2427, 0.5221], [-0.4254, 0.6015, -0.4089], [-0.0423, -0.4198, 0.0644], [-0.7288, -0.7137, -1.1291], [-0.1122, 0.9900, 1.3809], [0.7247, -1.8891, -1.0300], [1.4217, 3.1156, -2.9453], [-2.0165, -4.5781, 1.0571], [-0.3996, 1.7150, 1.0882], [2.2748, 0.3995, 0.1655], [-0.3699, -0.2727, -0.2368], [0.3938, -0.2338, -0.1016], [-0.4141, 0.6636, 0.0274], [-1.2361, 0.0180, 0.3035], [0.2586, 0.2503, 0.2065], [-0.6062, -0.2783, -0.0894]], "mulliken_charge": [-0.54, 0.09, -0.41, 0.50, -0.57, 0.15, 0.35, 0.33, -0.25, 0.37, 0.35, -0.01, -0.36, 0.56, -0.58, -0.30, 0.15, -0.34, 0.28, 0.22, -0.36, -0.28, -0.35, 0.64, -0.49, -0.24, 0.28, 0.29, 0.28, 0.24, 0.36, -0.39, -0.33, 0.69, -0.57, -0.38, 0.33, -0.27, 0.22, 0.36, 0.19, -0.48, -0.35, 0.70, -0.59, -0.32, 0.40, -0.10, 0.26, 0.28, -0.76, -0.22, 0.65, -0.57, -0.22, -0.29, 0.32, 0.33, 0.27, 0.27, -0.16, 0.38, -0.57, -0.20, 0.73, -0.60, -0.29, -0.68, 0.47, 0.10, 0.19, 0.28, 0.30, 0.29, -0.52, -0.39, 0.61, -0.66, 0.30, -1.10, 0.38, 0.34, 0.11, 0.28, 0.09, 0.53]}